Record 1
The molecule CH5N5OS in a non-equilibrium geometry, computed with ωB97M-V/def2-TZVPD.

```
13
Properties=species:S:1:pos:R:3
C -0.03369 -0.75141 0.10461
N 1.02304 1.99598 -0.45948
N 0.91685 -1.54398 -0.34355
N -2.46476 -0.41080 0.25709
N -1.30455 -1.12903 -0.03181
N 2.16502 1.61217 -0.17758
O 2.27165 -1.26831 -0.26198
S 2.87005 0.33123 0.22409
H 0.24314 0.16545 0.77589
H 1.15310 2.96636 -0.60629
H -3.06641 -0.85173 0.86694
H -2.33413 0.61431 0.41849
H -1.43932 -1.73025 -0.76642
```

The HOMO energy comes out at -7.93 eV. The total charge is 0. The HOMO-LUMO gap is 8.02 eV. Its energy above the lowest of the compared OMol25 structures with the same formula, charge and spin is 1.078 eV.

Record 2
A cluster of 2 separate species, C3H7O2S in total, computed with ωB97M-V/def2-TZVPD.

```
13
Properties=species:S:1:pos:R:3
O -1.33916 0.19671 -2.48812
C -0.27445 0.06968 -1.93310
C 0.37805 1.15027 -1.16910
C 0.06392 0.84133 0.31782
S 1.38112 -0.15234 1.08919
H 0.24014 -0.91403 -1.90214
H -0.15029 2.05734 -1.46951
H 1.46496 1.16936 -1.27233
H -0.88403 0.31472 0.34397
H -0.09209 1.75157 0.90941
H -0.58833 -2.78039 2.15374
H 0.17744 -1.49449 2.51507
O -0.37729 -2.20973 2.90509
```

The HOMO energy comes out at -3.05 eV. The total charge is -1. The HOMO-LUMO gap is 7.04 eV. Its energy above the lowest of the compared OMol25 structures with the same formula, charge and spin is 0.890 eV.

Record 3
A cluster of 4 separate species, H8O4 in total, computed with ωB97M-V/def2-TZVPD.

```
12
Properties=species:S:1:pos:R:3
O 0.10182 2.23822 2.50768
H -0.82018 2.50385 2.45366
H 0.17750 1.48700 1.90281
O -1.51136 -1.98078 0.61374
H -1.93860 -2.03196 -0.24565
H -0.91595 -1.21878 0.55923
O 0.59910 0.18772 0.39711
H 1.51403 -0.01646 0.61773
H 0.51018 -0.02845 -0.54615
O 0.72551 -0.51848 -2.38985
H 0.37991 -0.90716 -3.19937
H 1.17803 0.28527 -2.67094
```

The HOMO energy comes out at -10.88 eV. The total charge is 0. The HOMO-LUMO gap is 11.03 eV. Its energy above the lowest of the compared OMol25 structures with the same formula, charge and spin is 0.694 eV.

Record 4
A cluster of 2 separate species, C4H11NO3 in total in a non-equilibrium geometry, computed with ωB97M-V/def2-TZVPD.

```
19
Properties=species:S:1:pos:R:3
C 0.01186 0.49647 -1.06436
N 1.11728 -0.22175 -0.43755
C 2.02904 0.34221 0.42409
O 2.26640 1.69066 0.32209
O 2.85311 -0.30711 1.01868
C -0.90387 1.19028 -0.05245
C -1.60196 0.23224 0.90650
H 0.45477 1.25380 -1.72825
H -0.55661 -0.12947 -1.75192
H 1.02490 -1.22011 -0.30269
H 1.76663 2.03801 -0.42388
H -1.47768 1.90832 -0.66137
H -0.31766 1.94210 0.50169
H -0.88084 0.01247 1.70144
H -2.38635 0.72257 1.47998
H -1.93880 -0.69637 0.45308
H -0.36210 -3.53117 -0.77556
H -0.95564 -2.77426 0.41494
O -0.14247 -2.94890 -0.02448
```

The HOMO energy comes out at -9.56 eV. The total charge is 0. The HOMO-LUMO gap is 9.98 eV. Its energy above the lowest of the compared OMol25 structures with the same formula, charge and spin is 0.834 eV.